(A)
Below is a 2-piece molecular cluster, C11H15N overall, with properties calculated with ωB97M-V/def2-TZVPD.

Atoms and positions in Å:
N -1.6618 0.5396 0.2171
C -1.2045 -1.9575 -0.1578
C 0.9955 1.9008 -3.1248
C -1.0326 -0.7291 0.4927
C 0.7061 -2.7409 1.1056
C -0.3159 0.7336 2.0965
C 0.8970 -1.5352 1.6275
C -0.3134 -3.0373 0.1508
C 0.2959 0.4870 -3.1939
C 0.2647 1.3792 3.2638
C -1.2163 1.4275 1.2584
C -0.0514 -0.5823 1.5354
H 1.5678 1.8436 -4.1511
H 0.4154 2.7576 -3.1141
H 0.0121 -3.9666 -0.3502
H -1.3901 2.4516 1.0452
H 1.0102 -0.2602 -3.1607
H -0.2441 0.3737 -4.0977
H -0.5258 0.5135 -2.3617
H -1.8804 -1.9686 -1.0992
H 1.1782 0.9014 3.5622
H 0.2812 2.4882 3.3090
H 1.3608 -3.4625 1.5888
H -2.5356 0.6378 -0.3164
H 1.8235 -1.3049 2.1428
H 1.8887 2.0723 -2.4333
H -0.3252 1.0379 4.1648

Its charge is 0. As for the SMILES: Cc1c[nH]c2ccccc12.CC. The LUMO energy comes out at 0.03350 Ha.

---

(B)
Below is a 2-piece molecular cluster, C11H15N overall, with properties calculated with ωB97M-V/def2-TZVPD.

Atoms and positions in Å:
N -1.5496 0.8707 -0.0260
C 1.8757 2.4979 -1.1110
C -0.5335 -0.5336 -1.4822
C 0.3913 -2.1135 0.5023
C -0.0542 -1.1380 -2.7076
C -0.3185 -1.0307 -0.0984
C 2.5602 3.3995 -0.0750
C -1.0474 -0.0771 0.8250
C -0.5377 -1.5281 2.6579
C -1.2531 0.5689 -1.3589
C 0.2573 -2.3748 1.8071
C -1.1402 -0.4141 2.1959
H -1.6364 1.8749 0.1477
H 1.1510 1.8932 -0.6592
H 2.3464 4.4937 -0.2874
H 0.9817 -3.1342 2.1839
H -0.4518 -1.6503 3.6941
H 1.2937 3.1359 -1.8415
H -0.6896 -2.0088 -2.8857
H -0.2749 -0.6195 -3.6732
H 0.8757 -2.9057 -0.2080
H 3.5923 3.4875 -0.3890
H 1.0999 -0.9709 -2.6791
H -1.8744 1.0814 -2.0975
H 2.6522 1.9738 -1.8005
H -1.6367 0.3374 2.9022
H 2.2172 3.3784 0.8441

Its charge is 0. As for the SMILES: Cc1c[nH]c2ccccc12.CC. The LUMO energy comes out at 0.03176 Ha.

---

Which of them is most stable? Easy: (A).

---

(A)
Below is a 2-piece molecular cluster, C11H15N overall, with properties calculated with ωB97M-V/def2-TZVPD.

Atoms and positions in Å:
N -1.9377 1.9099 0.7180
C -1.6741 -0.5149 0.4235
C 0.6674 -1.2283 0.1007
C -1.1748 0.7475 0.4706
C -0.7280 -1.5350 0.2377
C 1.1412 0.0495 0.3100
C 0.1772 1.0215 0.6253
C 0.2764 2.3878 1.0931
C -0.9899 2.8813 1.1012
C 0.8344 -4.1074 -2.0610
C 1.4961 3.1146 1.5120
C 1.0981 -3.2033 -3.2751
H 0.3239 -2.4208 -3.2377
H 1.1697 -3.7863 -4.2443
H 2.0592 -2.6555 -3.3518
H -1.3434 3.8313 1.4712
H 2.1736 0.3484 0.4262
H -1.0666 -2.5720 0.1719
H -2.8761 2.2312 0.5944
H 0.5501 -3.5308 -1.2001
H 1.5763 4.0798 1.0186
H -0.0133 -4.7074 -2.3797
H 1.3884 -2.0009 -0.0721
H 2.3613 2.4671 1.4613
H -2.7229 -0.7951 0.2014
H 1.5195 -4.9172 -1.8220
H 1.3306 3.2930 2.5788

Its charge is 0. As for the SMILES: Cc1c[nH]c2ccccc12.CC. The LUMO energy comes out at 0.03548 Ha.

---

(B)
Below is a 2-piece molecular cluster, C11H15N overall, with properties calculated with ωB97M-V/def2-TZVPD.

Atoms and positions in Å:
N -1.1636 -0.4927 -0.6282
C -0.0949 1.4656 -0.4434
C -0.9327 1.2917 0.7097
C -1.5971 0.1092 0.5339
C -0.0101 -3.2245 0.9591
C 0.1739 0.2918 -2.6006
C -1.0071 2.1888 1.8923
C -0.4059 0.4231 -1.3415
C 1.2223 -2.9584 1.8486
C 1.4334 2.3060 -2.0984
C 0.7805 2.4664 -0.8941
C 1.0576 1.2855 -2.9839
H -0.8996 -3.0597 1.5680
H 1.1036 -3.5953 2.7300
H -1.7406 -1.1036 -1.1868
H -2.5437 -0.1319 1.0034
H 0.0233 -4.2541 0.6019
H -0.2371 -0.3961 -3.3326
H 0.9500 3.3276 -0.2644
H 2.1394 -3.3314 1.3822
H -0.3026 3.0267 1.8815
H -0.8416 1.7644 2.8826
H 1.2862 -1.9010 2.0798
H -1.9800 2.6826 1.9369
H 1.4696 1.3325 -3.9889
H 2.1502 3.0792 -2.3252
H -0.0332 -2.5924 0.0782

Its charge is 0. As for the SMILES: Cc1c[nH]c2ccccc12.CC. The LUMO energy comes out at 0.03395 Ha.

---

(C)
Below is a 2-piece molecular cluster, C11H15N overall, with properties calculated with ωB97M-V/def2-TZVPD.

Atoms and positions in Å:
N 0.4535 1.5647 -0.6896
C -2.9790 -1.0378 -2.2274
C 1.4884 0.7254 -0.3642
C 1.5648 0.4253 1.0549
C 2.1848 -0.7372 1.5375
C 3.0814 -0.8615 -0.7709
C -2.7740 -0.2508 -1.0030
C -0.2212 1.7462 0.6103
C 2.8696 -1.4915 0.4985
C 2.3787 0.1491 -1.2940
C -0.2284 0.7415 2.9436
C 0.4324 1.1283 1.6207
H -3.1984 -2.1077 -1.9183
H -1.9201 -0.5675 -0.3376
H -0.0114 1.5420 3.4708
H 2.1317 0.2900 -2.4293
H 2.8146 -2.4211 0.4150
H 3.3432 -1.5354 -1.6920
H -1.3430 0.7652 2.8259
H 0.3814 2.0408 -1.5014
H -2.5380 0.7959 -1.2309
H 2.2845 -0.9745 2.6059
H -0.9915 2.4464 0.6882
H -3.5720 -0.2262 -0.2359
H -2.0317 -1.1901 -2.7972
H 0.1319 -0.2455 3.2178
H -3.7321 -0.7139 -2.9974

Its charge is 0. As for the SMILES: Cc1c[nH]c2ccccc12.CC. The LUMO energy comes out at 0.03248 Ha.

---

Which of them is most stable? Easy: (B).

---

(A)
Below is an isolated ion of composition CH6N3 and charge +1, with properties calculated with ωB97M-V/def2-TZVPD.

Atoms and positions in Å:
N 0.7812 1.5890 0.4782
N -0.5802 -1.7608 -0.5774
N -0.4382 -0.0656 -0.6679
C 0.3540 0.3948 0.2557
H 1.4516 1.8146 1.2345
H 0.4440 2.4206 -0.1125
H 0.5649 -0.3655 0.9635
H -0.0095 -2.0918 0.2105
H -1.0290 0.0877 -1.4698
H -1.5387 -2.0231 -0.3150

Its charge is +1. As for the SMILES: NNC=[NH2+]. The LUMO energy comes out at -0.14610 Ha.

---

(B)
Below is an isolated ion of composition CH6N3 and charge +1, with properties calculated with ωB97M-V/def2-TZVPD.

Atoms and positions in Å:
N -0.5845 0.0733 -0.1101
N 1.7977 0.3762 0.4806
N -1.6648 -0.5558 -0.5353
C 0.6033 -0.3547 -0.2510
H 2.7229 0.2882 0.1107
H 1.4537 1.2298 1.0076
H -0.6564 1.0082 0.3931
H -2.0973 -0.9995 0.3011
H 0.7424 -1.3190 -0.5884
H -2.3172 0.2533 -0.8082

Its charge is +1. As for the SMILES: NNC=[NH2+]. The LUMO energy comes out at -0.17205 Ha.

---

(C)
Below is an isolated ion of composition CH6N3 and charge +1, with properties calculated with ωB97M-V/def2-TZVPD.

Atoms and positions in Å:
N -0.0478 -0.2297 0.6167
N -0.9364 -0.7548 -0.2808
N 1.2499 -0.1424 -0.0442
C -1.0334 0.6696 0.0363
H 1.8422 0.6273 0.3331
H -0.7946 1.4247 -0.8895
H -1.7199 1.1274 0.8876
H 1.8770 -0.9797 0.1446
H 1.1338 -0.3311 -0.9920
H -1.5708 -1.4113 0.1883

Its charge is +1. As for the SMILES: [NH3+]N1CN1. The LUMO energy comes out at -0.14133 Ha.

---

Which of them is most stable? Easy: (A).

---

(A)
Below is a 2-piece molecular cluster, C6H16O2 overall, with properties calculated with ωB97M-V/def2-TZVPD.

Atoms and positions in Å:
O -1.1294 0.8790 -0.0978
O -4.8367 5.4559 -0.2556
C -0.8714 1.9927 -0.9694
C -5.2647 4.1400 -0.5805
C -5.1139 7.7932 -0.6758
C -1.9902 3.0183 -0.5834
C -4.9843 6.4215 -1.2414
C 0.0000 0.0000 0.0000
H -1.7641 3.5020 0.3817
H 0.1387 -0.4378 -1.0028
H -5.8489 7.7230 0.1436
H -2.9829 2.5424 -0.5144
H -4.1289 6.2320 -1.9180
H -5.4614 8.5528 -1.3961
H -5.9085 6.1333 -1.7783
H -0.2473 -0.8102 0.7064
H -2.0258 3.7945 -1.3662
H -4.1487 8.1224 -0.2555
H -4.8824 3.4992 0.2318
H -1.0065 1.7150 -2.0325
H 0.9495 0.4643 0.3155
H -6.3631 4.0458 -0.6156
H -4.8500 3.7803 -1.5372
H 0.1554 2.3894 -0.8530

Its charge is 0. As for the SMILES: CCOC.CCOC. The LUMO energy comes out at 0.03782 Ha.

---

(B)
Below is a 2-piece molecular cluster, C6H16O2 overall, with properties calculated with ωB97M-V/def2-TZVPD.

Atoms and positions in Å:
O 0.3050 -1.2984 -1.4939
O -2.5058 -1.3633 -0.1593
C -0.5372 1.9000 0.7908
C 1.3532 0.2547 0.5640
C -0.1066 0.3812 0.9598
C -0.2704 -0.3035 2.3070
C 0.5778 0.0625 -1.9029
C 1.6692 0.5582 -0.9451
H 2.6239 0.2290 -1.3467
H 1.8262 1.6603 -0.9283
H -0.3400 0.5835 -1.6340
H 0.2701 2.6292 0.7441
H 2.1106 0.8716 1.0457
H 0.2212 -1.2764 2.2324
H -1.6454 -1.4850 -0.5848
H -0.7685 -0.0753 0.1797
H 1.7216 -0.7804 0.6545
H -2.7426 -0.5868 -0.6897
H 0.9261 0.2144 -2.9367
H -1.0579 2.0259 -0.1787
H 0.1338 0.3234 3.0992
H -1.3136 -0.5065 2.5766
H -1.2183 1.9840 1.6250
H 1.0018 -1.8336 -1.8915

Its charge is 0. As for the SMILES: CC(C)CCCO.O. The LUMO energy comes out at 0.02543 Ha.

---

Which of them is most stable? Easy: (B).

---

(A)
Below is a 2-piece molecular cluster, C2H4NO overall, with properties calculated with ωB97M-V/def2-TZVPD.

Atoms and positions in Å:
O 2.0030 0.2941 -0.2148
N 0.9117 0.1137 0.0013
C -0.1477 -0.8281 0.0018
C -0.2538 0.7025 0.2356
H -0.9438 1.5068 -1.1313
H -0.3385 -1.4630 0.9676
H -0.8647 1.1452 0.9481
H -0.3661 -1.4712 -0.8083

Its charge is +1. The LUMO energy comes out at -0.29565 Ha.

---

(B)
Below is a 2-piece molecular cluster, C2H4NO overall, with properties calculated with ωB97M-V/def2-TZVPD.

Atoms and positions in Å:
O 1.9649 0.2604 -0.3535
N 0.8565 0.0765 -0.0900
C -0.3760 0.4378 0.3683
C -0.1707 -0.9769 -0.0927
H -0.8308 2.4111 -1.0023
H -0.1911 -1.6677 0.8520
H -0.7889 0.9692 1.2157
H -0.4640 -1.5105 -0.8975

Its charge is +1. The LUMO energy (spin up / spin down) comes out at -0.24946 / -0.32014 Ha.

---

Which of them is most stable? Easy: (A).

---

(A)
Below is a 2-piece molecular cluster, C3H8NO overall, with properties calculated with ωB97M-V/def2-TZVPD.

Atoms and positions in Å:
O -0.1218 0.3171 -1.9810
N -0.3031 -0.6885 0.5018
C 1.7960 -0.5431 1.7223
C 0.4445 -0.7522 1.6100
C -1.2389 1.1225 -1.7363
H 0.0138 -1.2565 2.5168
H -1.5933 1.3882 -2.7441
H -2.0803 0.6423 -1.2272
H 2.4663 -0.2764 2.5327
H -0.8560 -1.5334 0.4068
H 2.2933 -0.2457 0.7844
H -0.9385 2.0425 -1.2230
H 0.1178 -0.2167 -1.1632

Its charge is -1. The LUMO energy comes out at 0.16216 Ha.

---

(B)
Below is a 2-piece molecular cluster, C3H8NO overall, with properties calculated with ωB97M-V/def2-TZVPD.

Atoms and positions in Å:
O 1.6909 0.0042 0.0363
N -0.8867 -0.7042 -0.4498
C -1.8041 -0.2760 0.4282
C -1.6091 0.5354 1.5304
C 2.1965 0.3852 -1.2037
H 0.7390 -0.3521 -0.0344
H 2.0263 1.4517 -1.3857
H -1.0119 -1.6906 -0.6602
H -0.6124 0.8642 1.7855
H 1.7004 -0.1467 -2.0326
H 3.2590 0.1308 -1.2508
H -2.8432 -0.6492 0.3379
H -2.5351 0.7828 2.0368

Its charge is -1. The LUMO energy comes out at 0.16130 Ha.

---

(C)
Below is an isolated ion of composition C3H8NO and charge -1, with properties calculated with ωB97M-V/def2-TZVPD.

Atoms and positions in Å:
O 0.3181 2.3790 -0.0057
N -0.1907 0.1645 0.8480
C -0.4469 1.7004 0.7949
C 0.5297 -1.6286 -0.6491
C -0.2666 -0.3511 -0.5261
H -0.3574 1.9335 1.8863
H 0.2713 -2.3324 0.1317
H 0.1358 0.3821 -1.2287
H -1.3219 -0.5819 -0.6744
H 1.6046 -1.4121 -0.5797
H 0.4636 -2.0688 -1.6497
H -1.5498 1.6908 0.5794
H 0.8102 0.1245 1.0731

Its charge is -1. As for the SMILES: CCNC[O-]. The LUMO energy comes out at 0.15803 Ha.

---

(D)
Below is a 2-piece molecular cluster, C3H8NO overall, with properties calculated with ωB97M-V/def2-TZVPD.

Atoms and positions in Å:
O 0.0030 -1.1930 1.6986
N -0.6128 1.5053 -1.3285
C 0.3940 -0.2113 1.0303
C 0.8303 -0.4272 -0.3345
C -0.5518 0.3853 -0.2576
H 0.2667 2.0097 -1.1896
H -0.7968 -1.0746 -2.8645
H -0.1627 -0.7796 -3.0912
H 1.6464 0.2019 -0.6772
H -1.3783 -0.2941 -0.3399
H 0.8558 0.5663 1.6583
H 0.7938 -1.4042 -0.7840
H -0.9669 1.4043 0.0909

Its charge is -1. The LUMO energy comes out at 0.17288 Ha.

---

Which of them is most stable? Easy: (C).

---

(A)
Below is a 2-piece molecular cluster, C3H8NO overall, with properties calculated with ωB97M-V/def2-TZVPD.

Atoms and positions in Å:
O -1.2955 -0.0638 0.1413
N 1.9426 -0.9999 -0.1828
C -1.9524 1.1147 0.3012
C 1.3904 0.2527 0.2064
C 1.2146 -1.8303 -0.7952
H -1.3130 1.9971 0.0472
H 1.6331 -2.8220 -1.0253
H 0.1863 -1.6953 -1.0929
H 0.2308 0.0099 0.4671
H 1.2972 1.1083 -0.4512
H 1.8945 0.6230 1.1247
H -2.2402 1.2511 1.3866
H -2.9884 1.0545 -0.1270

Its charge is -1. The LUMO energy comes out at 0.16660 Ha.

---

(B)
Below is an isolated ion of composition C3H8NO and charge -1, with properties calculated with ωB97M-V/def2-TZVPD.

Atoms and positions in Å:
O -0.2621 -2.0216 1.4530
N 0.2143 0.1632 0.4124
C 0.4776 0.8850 -0.8522
C -0.2966 2.2536 -1.0378
C -0.0181 -1.4816 0.3214
H 0.0442 2.7742 -1.9362
H -0.3358 2.6637 -0.0130
H 0.1320 0.2203 -1.6727
H -0.7956 -1.4670 -0.4901
H -0.6343 0.5906 0.7772
H -1.3432 1.9889 -1.2259
H 0.8970 -1.9140 -0.2079
H 1.5181 1.1563 -0.9645

Its charge is -1. As for the SMILES: CCNC[O-]. The LUMO energy comes out at 0.14974 Ha.

---

(C)
Below is a 2-piece molecular cluster, C3H8NO overall, with properties calculated with ωB97M-V/def2-TZVPD.

Atoms and positions in Å:
O 1.8910 0.5857 0.0848
N -0.6314 0.2533 -0.5786
C -0.9062 -1.0526 -0.7642
C 1.8940 1.3705 1.2513
C -2.0951 -1.6603 -1.0899
H -2.2636 -2.7125 -1.3000
H -2.9885 -1.0690 -0.9044
H -0.0057 -1.6823 -0.6984
H 0.8982 0.4326 -0.1460
H 2.2860 0.8054 2.1070
H 2.5559 2.2356 1.1030
H -1.5236 0.7381 -0.4997
H 0.8889 1.7555 1.4349

Its charge is -1. The LUMO energy comes out at 0.15876 Ha.

---

(D)
Below is an isolated ion of composition C3H8NO and charge -1, with properties calculated with ωB97M-V/def2-TZVPD.

Atoms and positions in Å:
O -0.1740 -2.1358 0.0027
N 0.7780 0.2402 -0.7162
C -0.3240 -1.1891 0.9437
C -0.2201 1.2170 -1.2238
C 0.6479 -0.0133 0.7239
H 1.6588 -0.1498 1.1136
H -1.3892 -0.7916 0.9639
H 0.4586 -0.6945 -1.0267
H 0.0410 1.3356 -2.2721
H -1.2136 0.7525 -1.1604
H 0.2098 0.8618 1.2410
H -0.2171 2.1140 -0.6134
H -0.2561 -1.5470 2.0238

Its charge is -1. As for the SMILES: CNCC[O-]. The LUMO energy comes out at 0.16523 Ha.

---

Which of them is most stable? Easy: (C).